Record 1
C3H11NO3 | ωB97M-V/def2-TZVPD

* LUMO: 0.02265 hartree
* energy above the lowest of the compared OMol25 structures with the same formula, charge and spin: 2.493 eV
* highest occupied orbital energy: -0.3344 Ha
* SMILES: CCNC=O.O.O
* orbital gap: 9.715 eV

Geometry as XYZ:
```
18
Properties=species:S:1:pos:R:3:forces:R:3:nbo_charge:R:1
C 0.26129 -0.20311 2.19257 -0.6 0.8 -1.7 -0.65
C 1.49750 0.03695 1.22441 -2.0 -0.1 -1.2 -0.19
N 1.11475 -0.27936 -0.24886 1.5 2.9 1.4 -0.75
C 0.31475 -1.32922 -0.50297 -3.5 -0.4 -0.6 0.57
O -0.92417 -1.38699 -0.33954 2.8 0.0 0.2 -0.59
H 0.43992 0.04962 3.29824 -0.1 -0.4 -1.8 0.23
H -0.50616 0.51249 1.68437 0.9 -1.3 1.5 0.22
H -0.12777 -1.26089 2.01614 0.5 1.5 0.7 0.23
H 2.28548 -0.63331 1.46892 1.0 -0.2 0.4 0.18
H 1.79514 1.08598 1.21121 0.2 -0.2 0.3 0.20
H 1.57063 0.22032 -1.07307 -0.7 -1.3 1.9 0.44
H 0.83479 -2.16291 -0.91797 0.1 -1.2 -0.8 0.10
O -2.24573 1.24380 -1.03110 -0.6 2.0 0.2 -0.95
H -2.31829 0.59672 -0.34579 0.2 -1.1 0.6 0.49
H -2.56690 2.06049 -0.57501 0.4 -0.9 -0.8 0.47
O -0.11212 0.36905 -2.78990 2.6 0.7 -1.2 -0.95
H -0.48280 1.23106 -2.70675 -0.3 1.2 0.2 0.48
H -0.83031 -0.15068 -2.56490 -2.2 -1.9 0.8 0.47
```
Positions in Å, forces in eV/Å.

---

Record 2
C20H34ClN8O5SZr | ωB97M-V/def2-TZVPD

* LUMO: -0.33821 hartree
* energy above the lowest of the compared OMol25 structures with the same formula, charge and spin: 0.833 eV
* total charge: +3
* highest occupied orbital energy: -0.6253 Ha
* orbital gap: 7.813 eV

Geometry as XYZ:
```
70
Properties=species:S:1:pos:R:3:forces:R:3:nbo_charge:R:1
Zr 0.21438 0.04745 -0.22368 0.1 0.4 0.1 2.25
C -2.73298 4.02685 0.00251 0.0 0.0 0.0 -0.43
N -1.38983 4.11518 0.58757 0.0 -0.1 0.0 -0.36
C -0.98145 5.37601 1.22249 0.0 0.0 0.0 -0.44
C -0.57888 3.06279 0.50135 -0.1 0.1 0.0 0.69
N -0.88867 1.95455 -0.13866 0.1 0.0 0.1 -0.96
N 0.64970 3.21070 1.13821 0.1 0.1 0.0 -0.59
C 1.80243 2.47648 1.03926 0.1 0.0 0.0 0.71
N 2.88984 3.07314 1.52978 0.0 0.0 0.0 -0.75
N 1.85128 1.27653 0.49956 0.0 0.1 0.0 -0.97
H -3.26922 4.94331 0.22521 0.0 0.0 0.0 0.26
H -3.28995 3.19661 0.43923 0.0 0.0 0.0 0.22
H -2.67964 3.92056 -1.08248 0.0 0.0 0.0 0.22
H -1.80771 6.07486 1.15022 0.0 0.0 0.0 0.27
H -0.12634 5.81460 0.70744 0.0 0.0 0.0 0.23
H -0.77180 5.23540 2.28489 0.0 0.0 0.0 0.22
H -1.71127 2.07937 -0.72213 0.1 0.0 0.0 0.42
H 0.72567 4.03661 1.71532 0.0 -0.1 0.0 0.44
H 2.89050 4.03235 1.84107 0.0 0.0 0.0 0.43
H 3.77494 2.59189 1.56274 0.0 0.0 0.0 0.44
H 2.80814 0.94458 0.39751 -0.1 0.0 0.0 0.42
C -0.19108 -5.30257 -0.27253 0.0 0.1 0.0 -0.63
C -0.67448 -3.88708 -0.56519 0.0 0.1 0.0 -0.63
S -0.48940 -2.70414 0.74272 0.1 0.2 0.0 2.16
O 0.88366 -2.17776 0.81795 -0.1 -0.1 0.0 -0.94
O -1.35593 -1.52961 0.43393 0.2 -0.2 0.0 -0.98
C -0.98022 -3.49702 2.24434 -0.1 0.0 0.1 -0.68
C -0.65247 -2.72361 3.53169 0.0 0.0 0.0 -0.21
N -0.86867 -1.29057 3.35469 0.1 0.2 0.0 -0.34
C 0.13679 -0.46007 2.97374 0.0 0.0 0.0 0.45
N -0.34204 0.62544 2.36791 -0.1 -0.1 0.1 -0.56
C -1.71731 0.54803 2.47773 0.1 0.0 -0.1 -0.02
C -2.04262 -0.61690 3.07195 0.0 -0.1 0.0 0.17
N -3.36211 -1.15937 3.28174 0.1 0.0 -0.1 0.53
O -3.42796 -2.33174 3.59861 0.0 -0.2 0.1 -0.38
O -4.28111 -0.41376 3.08105 -0.2 0.2 0.0 -0.29
C 1.56648 -0.68816 3.32834 0.1 0.0 0.0 -0.69
H -0.31596 -5.87831 -1.18843 0.0 0.0 0.0 0.28
H -0.78651 -5.79026 0.49500 0.0 0.0 0.0 0.24
H 0.86340 -5.32973 -0.00445 0.0 0.0 0.0 0.24
H -1.73378 -3.83651 -0.82712 0.0 0.0 0.0 0.28
H -0.09072 -3.40996 -1.36015 -0.1 0.0 -0.1 0.27
H -0.46020 -4.45600 2.23723 0.0 -0.1 0.0 0.30
H -2.05431 -3.67458 2.13010 0.0 0.0 0.0 0.31
H 0.39345 -2.85807 3.79594 0.0 0.0 0.0 0.25
H -1.27735 -3.11972 4.32889 0.1 0.0 0.0 0.29
H -2.38973 1.30650 2.11624 0.0 0.0 0.0 0.25
H 1.64000 -1.02787 4.36180 0.0 0.0 0.0 0.27
H 2.09072 0.26255 3.26090 0.0 0.0 0.0 0.25
H 2.06192 -1.42306 2.69435 0.0 0.0 0.0 0.26
C 1.98419 2.36276 -2.46427 0.0 0.0 -0.1 -0.24
O 0.76330 1.63650 -2.22537 -0.1 0.0 0.1 -0.74
H 1.87640 2.96526 -3.36435 0.0 0.0 0.0 0.22
H 2.83126 1.68466 -2.57786 0.0 0.0 0.0 0.19
H 2.14932 3.02518 -1.61946 0.0 0.0 0.0 0.18
H 0.48397 1.26796 -3.07552 0.1 0.0 0.1 0.51
Cl -1.36012 -0.47271 -2.26427 -0.1 -0.1 -0.3 0.05
C -0.16925 -0.94125 -3.53714 -0.2 0.0 0.1 0.06
C -0.66532 -1.10442 -4.81553 0.2 0.0 0.0 -0.27
C 0.24619 -1.48271 -5.79087 0.0 0.0 0.0 -0.16
C 1.58214 -1.67060 -5.45571 0.0 0.0 0.0 -0.16
C 2.02102 -1.48724 -4.15329 0.0 0.0 0.0 -0.18
C 1.14265 -1.11627 -3.13055 0.1 0.0 0.0 -0.10
C 1.60032 -0.92738 -1.70219 -0.1 -0.3 -0.1 -1.02
H -1.70836 -0.94599 -5.04421 -0.1 0.0 0.0 0.26
H -0.09249 -1.62882 -6.80650 0.0 0.0 0.0 0.26
H 2.28879 -1.96109 -6.21938 0.0 0.0 0.0 0.25
H 3.06580 -1.63680 -3.91250 0.0 0.0 0.0 0.24
H 2.51324 -0.31758 -1.72689 0.0 0.0 0.1 0.25
H 1.92535 -1.89536 -1.30051 0.0 0.1 0.0 0.25
```
Positions in Å, forces in eV/Å.

---

Record 3
C3H8IN3 | ωB97M-V/def2-TZVPD

* LUMO (alpha / beta): -0.40312 / -0.40322 hartree
* energy above the lowest of the compared OMol25 structures with the same formula, charge and spin: 4.313 eV
* total charge: +2
* highest occupied orbital energy (alpha / beta): -0.6162 / -0.6161 Ha
* orbital gap (alpha / beta): 5.799 / 5.794 eV

Geometry as XYZ:
```
15
Properties=species:S:1:pos:R:3:forces:R:3:nbo_charge:R:1
C 1.31949 -0.09791 0.77956 1.7 4.3 -1.1 0.46
C -0.63784 -1.16669 0.28968 -4.4 0.0 -1.9 0.45
C -0.12630 0.97805 -0.80250 1.2 -1.0 -1.3 -0.45
N 0.14561 -0.13412 0.11337 0.1 -0.3 -0.8 -0.38
N 2.15405 0.89956 0.69395 -2.4 0.3 -1.5 -0.57
N -2.36210 -0.97993 -0.57505 3.7 0.6 2.5 -0.75
I -3.79329 -2.03193 0.29707 -0.5 -0.5 0.5 0.62
H 1.64590 -0.85312 1.35532 0.6 -2.9 2.2 0.25
H -0.53870 -1.89477 1.12913 0.2 0.5 -0.6 0.26
H -1.10984 1.15873 -0.76258 -3.8 0.6 0.2 0.27
H 0.36330 1.85096 -0.57268 1.0 1.9 1.6 0.23
H 0.15380 0.95849 -1.84406 0.2 -1.6 -0.5 0.29
H 2.95633 0.89056 1.24893 1.8 -0.3 1.1 0.46
H 2.03872 1.78496 0.13948 0.0 -1.3 0.6 0.47
H -2.20912 -1.36284 -1.48961 0.6 -0.4 -0.8 0.39
```
Positions in Å, forces in eV/Å.

---

Record 4
C6H15BrN | ωB97M-V/def2-TZVPD

* LUMO (alpha / beta): -0.18324 / -0.18077 hartree
* energy above the lowest of the compared OMol25 structures with the same formula, charge and spin: 6.442 eV
* total charge: +1
* highest occupied orbital energy (alpha / beta): -0.4701 / -0.5223 Ha
* orbital gap (alpha / beta): 7.806 / 9.295 eV

Geometry as XYZ:
```
23
Properties=species:S:1:pos:R:3:forces:R:3:nbo_charge:R:1
C 1.49070 -1.64126 0.52244 -1.9 -0.8 2.3 -0.61
C -0.95478 -1.87872 -0.42609 0.6 0.9 -2.2 -0.61
C 0.97296 -0.27129 -1.37042 1.2 -1.3 0.0 -0.63
C -0.95944 2.61676 0.53806 3.3 -2.4 3.0 -0.40
C -0.25486 0.23344 0.74952 1.0 -0.7 -1.1 0.11
C 0.27588 -0.90545 -0.14399 0.2 0.3 0.3 -0.17
N -1.17789 1.13635 0.08440 -3.0 1.3 1.5 -0.64
Br -0.44647 0.10148 2.55852 -0.3 -0.1 0.5 0.24
H 1.24634 -1.78968 1.62668 0.1 -0.3 -1.3 0.22
H 1.59834 -2.67171 0.08890 0.4 1.3 0.2 0.25
H 2.36869 -0.99544 0.60108 0.1 -0.4 -0.7 0.23
H -1.95164 -1.38848 -0.35081 0.7 -0.3 0.2 0.20
H -0.89231 -2.71448 0.24224 -0.2 -0.4 0.3 0.24
H -0.88919 -2.21679 -1.52030 0.0 0.2 1.7 0.24
H 0.57904 0.50100 -1.94609 -1.7 1.6 -0.8 0.20
H 1.89747 0.16856 -0.97992 0.0 -0.2 -0.4 0.23
H 1.21625 -1.00554 -2.16748 0.0 0.0 0.8 0.25
H -1.48280 3.21548 -0.08193 -1.5 2.0 -2.2 0.22
H -1.18747 2.86621 1.62808 0.0 -1.0 -1.5 0.26
H 0.20051 2.58226 0.43590 -1.9 1.1 0.0 0.20
H 1.55958 1.97096 0.59448 -0.1 -0.6 0.0 0.05
H -0.91585 1.17832 -0.90464 -0.4 -0.5 -0.1 0.46
H -2.29307 0.90802 0.22138 3.3 0.3 -0.6 0.46
```
Positions in Å, forces in eV/Å.